No. 1
Below is a molecular structure, C7H16N2O in a non-equilibrium geometry, with properties calculated with ωB97M-V/def2-TZVPD.

XYZ file:
```
26
Properties=species:S:1:pos:R:3:forces:R:3:lowdin_charge:R:1
H 3.020196 0.090420 1.737386 0.0 0.0 0.0 0.09
H -2.686418 -2.057825 -0.040974 0.0 0.0 0.1 0.09
H -0.507930 -0.892933 -2.757836 0.1 0.0 0.0 0.09
H 0.343928 1.812000 -0.703933 -3.2 -1.1 0.0 0.10
C -2.511904 0.240182 1.460770 0.0 0.0 0.0 -0.07
H 1.252444 -1.124728 -2.588852 -0.1 0.0 0.1 0.09
H -1.821257 -2.357166 1.479305 0.0 0.0 0.0 0.09
C 1.859787 1.829252 -0.486754 2.0 -1.2 0.6 -0.10
H 1.740907 -1.033966 1.255871 0.0 -0.1 0.0 0.08
H 0.552892 0.512495 -2.572390 0.0 0.0 0.0 0.08
H -3.485475 0.234864 0.955906 0.0 0.0 0.0 0.09
H -0.928744 -2.327051 -0.055427 0.0 0.0 0.1 0.08
C -0.885904 0.279922 -0.283831 3.0 -1.9 0.0 -0.44
N -0.877084 1.483846 -0.523285 1.9 1.7 -0.5 0.13
C 2.158343 0.519995 -0.149240 0.3 2.1 0.1 -0.20
H -2.201949 1.272360 1.599441 0.0 0.0 0.0 0.08
H 1.314782 0.583234 1.814831 0.0 0.1 0.0 0.08
O 0.293325 -0.637375 -0.856275 -2.1 0.6 0.4 -0.25
C 2.046182 0.010458 1.246358 -0.3 -0.1 -0.1 -0.08
H 2.712061 -0.105332 -0.838504 -0.3 -0.1 -0.2 0.11
N -1.499006 -0.460396 0.687285 -0.5 -0.1 -0.4 -0.17
H 1.757520 2.537697 0.327601 -0.4 0.0 0.1 0.08
H 2.318754 2.245095 -1.376140 -0.3 -0.1 -0.2 0.07
C 0.397554 -0.526056 -2.261890 -0.2 0.2 0.0 -0.13
H -2.616232 -0.248799 2.430786 0.0 0.0 0.0 0.08
C -1.746773 -1.880194 0.499789 -0.1 0.0 -0.1 -0.06
```
Forces are in eV/Å.

As for the highest occupied orbital energy: -0.301 Eh. The value obtained for the HOMO-LUMO gap is 0.335 hartree.

No. 2
Below is 2 unconnected molecules or ions with the total composition C7H16N2O2 in a non-equilibrium geometry, with properties calculated with ωB97M-V/def2-TZVPD.

XYZ file:
```
27
Properties=species:S:1:pos:R:3:forces:R:3:lowdin_charge:R:1
H 1.981126 -1.223494 1.966619 0.2 0.7 -0.1 0.08
H 0.201707 -2.516738 -2.034934 -0.1 0.3 -0.2 0.08
H -2.065658 2.136720 1.169290 -0.4 -0.6 -1.3 0.06
H 0.494909 2.093120 2.383599 0.0 -0.5 1.3 0.10
H -1.087595 3.381060 1.573325 0.9 -0.8 -0.4 0.09
O 1.872185 -0.640225 -0.170608 0.7 0.7 -1.3 0.03
H -2.693742 -1.187927 -3.349889 0.4 1.1 -0.2 0.09
C -0.247171 1.354402 2.043663 2.4 3.5 -2.8 -0.19
C 1.859042 1.841907 -0.117077 1.3 -2.1 -2.0 0.02
N 0.556973 0.343327 1.364838 1.0 -1.4 -2.2 -0.12
C -1.624172 -1.098736 -3.107441 -0.7 -1.8 0.9 -0.01
H -0.524161 2.436241 0.152328 -0.5 0.0 -0.8 0.02
N -0.362693 -2.143589 -1.287531 0.3 1.0 0.4 0.12
H 1.067989 2.257927 -0.702433 -0.3 1.3 0.4 0.07
C 1.435891 0.427101 0.196428 -1.8 0.4 4.0 -0.44
H 1.069501 -0.162074 3.270813 1.5 -0.2 -1.0 0.09
C -1.014937 2.363084 1.089814 -0.9 -0.1 2.9 -0.06
H -1.015138 -0.253992 -3.408156 -0.5 0.3 -0.3 0.08
H 0.235459 -1.612396 -0.636205 -0.3 -1.0 0.1 0.06
H 2.665391 1.728836 -0.826676 0.3 -0.2 -0.7 0.08
H -0.842664 0.980698 2.824390 -0.6 -0.7 0.7 0.10
C 1.098865 -0.660774 2.241888 -2.7 -0.8 4.2 -0.10
H 0.386981 -1.449494 2.654008 0.1 0.3 -1.6 0.10
O -2.115014 -0.882464 -0.694824 -0.3 0.6 -0.6 0.05
H 2.416885 2.302557 0.681368 -1.0 0.7 0.8 0.10
C -1.452868 -1.317919 -1.607886 0.9 -0.9 0.3 -0.57
H -1.200358 -2.012171 -3.537175 0.2 0.3 -0.3 0.07
```
Forces are in eV/Å.

As for the highest occupied orbital energy: -0.317 Eh. As for the SMILES: CCN(C)C(C)=O.CC(N)=O. The value obtained for the HOMO-LUMO gap is 0.344 hartree.

No. 3
Below is 2 unconnected molecules or ions with the total composition C7H16N2O2 in a non-equilibrium geometry, with properties calculated with ωB97M-V/def2-TZVPD.

XYZ file:
```
27
Properties=species:S:1:pos:R:3:forces:R:3:lowdin_charge:R:1
H -0.780196 -2.134718 0.794976 0.3 -0.4 0.0 0.03
H -2.852942 -1.274260 1.786563 -0.1 0.1 -1.9 0.10
C -2.817832 -1.314599 0.636172 0.3 1.5 0.7 -0.17
H -3.058878 -0.316186 0.144358 -0.1 -0.9 1.0 0.08
C 1.567668 2.137622 0.242655 0.6 -2.6 4.3 0.02
C 0.734866 0.082386 1.349388 0.4 0.5 2.2 -0.02
H -1.443412 -2.022194 -0.907593 0.2 -0.2 -0.7 0.04
H 1.991809 0.349608 -1.823292 0.3 -0.6 2.2 0.14
H -0.015468 -0.296508 -2.299857 -0.7 1.7 0.7 0.12
H 1.142840 2.484827 1.211877 0.1 0.4 -1.4 0.11
O -2.489032 1.842866 -0.741514 0.4 0.7 0.2 -0.03
H -0.275787 -0.365084 1.311208 1.0 0.4 0.1 0.05
H 2.932496 0.135718 -0.195111 -0.2 -0.3 -0.6 0.10
C 1.984929 -0.050837 -0.720927 0.8 3.9 -2.0 -0.02
C -1.501577 -1.733405 0.113261 0.1 0.5 0.6 -0.08
H 2.634980 1.992027 0.362136 0.3 0.0 0.3 0.09
H 0.714341 0.870188 2.210587 0.4 -1.7 -1.6 0.14
H 1.799166 -1.053096 -0.759749 -1.0 -2.6 0.2 0.06
N -0.412753 0.628127 -1.939016 3.5 -2.5 -0.5 0.11
C -0.420982 0.790515 -0.587624 -0.3 0.7 0.1 -0.19
H -1.252479 0.779266 -2.382088 -2.5 0.9 -0.7 0.06
H 1.528125 -0.708571 1.423357 -0.8 0.8 0.6 0.11
H -3.528455 -2.010329 0.244720 -1.0 -0.5 0.1 0.05
O -1.230520 2.296647 1.118880 0.2 0.5 0.0 -0.01
H 1.476970 2.694678 -0.576768 -1.1 2.4 -3.2 0.06
N 0.991697 0.761731 0.042818 -1.3 -0.4 -0.3 -0.30
C -1.485403 1.864715 -0.006602 0.0 -2.5 -0.3 -0.67
```
Forces are in eV/Å.

As for the highest occupied orbital energy (alpha / beta): -0.285 / -0.268 Eh. The value obtained for the HOMO-LUMO gap (alpha / beta) is 0.295 / 0.278 hartree.

No. 4
Below is 2 unconnected molecules or ions with the total composition C7H16N2O5P in a non-equilibrium geometry, with properties calculated with ωB97M-V/def2-TZVPD.

XYZ file:
```
31
Properties=species:S:1:pos:R:3:forces:R:3:lowdin_charge:R:1
H -1.468608 -2.937239 1.360959 -0.6 -0.7 0.1 0.09
H -0.094323 1.017403 0.521703 0.4 0.0 0.2 0.08
C 2.375862 1.122311 -1.724276 1.6 0.3 0.2 -0.07
H 2.673951 3.366193 0.793170 3.3 2.2 0.7 0.02
C 1.744067 2.995198 0.791058 -3.9 -1.8 -0.1 -0.09
O -0.948991 0.660300 0.815576 -0.7 1.2 0.1 0.07
H 1.024707 3.345926 1.584056 1.3 -0.4 -0.2 0.08
H 1.263483 3.404384 -0.085955 -0.1 -0.3 -0.8 0.06
C 2.015772 1.475827 0.789862 -2.1 2.9 2.5 -0.22
N -0.041494 -0.909661 -0.442094 -0.9 0.6 0.5 0.01
H 1.032373 -2.342746 -0.978387 -0.5 0.7 -0.3 0.07
H -2.936093 -2.268662 2.306101 -1.0 -1.1 0.6 0.06
O 4.383809 -0.720353 0.723039 -0.7 0.2 0.2 -0.35
H 3.221525 0.494172 -2.140737 -1.4 0.4 0.1 0.08
C 2.301399 0.730462 -0.227954 1.0 0.1 -1.6 -0.36
O 2.026870 -1.340077 1.477006 5.0 -0.2 1.6 -0.13
H 1.214821 -1.280018 1.127306 -5.2 0.1 -1.7 -0.07
H -2.373320 -1.615858 -1.427309 0.4 -0.8 -0.9 0.04
H 1.886888 1.098037 1.833490 0.7 -0.2 -1.0 0.12
C -2.076555 -2.109818 1.718267 0.8 0.2 -0.8 -0.04
H 2.685948 2.187635 -2.009465 -0.7 -1.1 0.9 0.08
H -3.190683 -2.918718 -0.561193 1.1 2.4 -0.6 0.11
H 1.404578 0.893401 -2.184056 0.4 -0.2 -0.1 0.06
O 0.032565 -2.189648 -0.955903 -0.1 -0.5 0.1 -0.08
H -1.386866 -1.614536 2.362737 0.5 0.8 0.6 0.07
C -2.407954 -1.240894 0.538843 -0.2 1.4 -1.6 -0.36
O 2.762372 -1.686851 -0.995922 -0.9 -1.3 -0.3 -0.36
H -3.223872 -0.508438 0.702001 1.0 0.2 1.0 0.13
P 2.979291 -0.861255 0.230197 1.9 -0.6 -0.2 0.25
C -1.096503 -0.500803 0.183244 0.5 -2.1 -0.6 -0.37
N -2.971812 -1.867907 -0.677656 -1.0 -2.4 1.4 0.02
```
Forces are in eV/Å.

As for the highest occupied orbital energy: -0.187 Eh. The net charge is -1. The value obtained for the HOMO-LUMO gap is 0.307 hartree.

No. 5
Below is a gas-phase ion, C7H16N2OP (charge +1) in a non-equilibrium geometry, with properties calculated with ωB97M-V/def2-TZVPD.

XYZ file:
```
27
Properties=species:S:1:pos:R:3:forces:R:3:lowdin_charge:R:1
H 1.729911 -2.087713 -0.736861 -1.1 -1.2 -0.3 0.14
H -1.055452 -1.606132 -0.904738 -3.7 -1.0 -1.4 0.09
H 3.459757 2.099569 -0.069936 0.6 -0.5 0.1 0.09
C 1.122503 0.588594 0.137203 -0.2 -1.6 -1.4 -0.52
C -3.953091 0.928276 0.812652 -2.4 -0.8 1.4 -0.37
C 0.719098 -2.459674 -1.102104 1.8 3.3 2.6 0.08
N 1.707911 0.088390 1.109125 1.3 0.6 2.1 0.21
P -3.043545 0.542561 -0.451920 1.5 0.0 -1.6 0.89
C -0.125232 -0.012727 -0.516011 1.0 1.0 2.6 -0.21
H 2.461363 3.206578 -0.969513 0.4 0.7 0.2 0.10
C -1.254765 0.938508 0.104634 -0.9 -4.2 1.7 -0.32
C -0.411012 -1.999809 1.023309 -1.2 0.9 0.8 0.00
H -3.666874 1.085503 1.823741 0.7 0.7 0.6 0.00
H 0.138959 0.091655 -1.511165 -0.5 0.6 -2.4 0.13
O 1.501274 1.579098 -0.640313 0.1 1.4 0.3 -0.05
H -0.988485 1.884128 -0.185189 0.6 2.4 -0.8 0.04
N -0.273987 -1.512855 -0.377578 3.3 -0.4 1.5 -0.12
H -1.348443 -2.582777 1.041261 0.6 0.1 0.4 0.12
H 0.672210 -2.236406 -2.094230 -0.2 0.5 -2.9 0.07
H 0.457307 -2.577080 1.386581 -0.4 0.4 -0.5 0.12
H 2.201081 3.024161 0.812294 -0.2 -0.5 -0.5 0.12
H -1.176353 0.878573 1.255108 -0.1 0.1 -1.8 0.11
H 0.460464 -3.466505 -0.938116 -0.2 -1.0 0.7 0.10
C 2.480021 2.523255 -0.134442 -0.8 0.4 -0.7 -0.01
H 2.507373 0.712506 1.402718 -0.8 -1.1 -0.3 0.10
H -0.503235 -1.055747 1.607249 0.0 -1.3 0.1 0.09
H -5.059240 0.746994 0.818882 1.0 0.3 -0.6 0.03
```
Forces are in eV/Å.

As for the highest occupied orbital energy: -0.477 Eh. As for the SMILES: [H]/N=C(\OC)[C@H](CP=C)[NH+](C)C. The net charge is +1. The value obtained for the HOMO-LUMO gap is 0.361 hartree.

No. 6
Below is a gas-phase ion, C7H16N2P (charge +1) in a non-equilibrium geometry, with properties calculated with ωB97M-V/def2-TZVPD.

XYZ file:
```
26
Properties=species:S:1:pos:R:3:forces:R:3:lowdin_charge:R:1
C -2.952706 0.749995 0.721874 0.0 -1.4 -1.8 -0.13
H 1.468218 -1.470239 0.443538 0.4 2.2 1.1 0.19
H -1.890968 -0.879907 -2.140201 -0.7 -0.9 2.7 0.13
C 0.938132 0.474864 -0.237075 -3.0 0.8 -0.9 -0.22
H -0.053083 0.562615 2.283903 0.8 -1.4 0.0 0.16
H -3.288693 -1.181025 -0.991866 -1.2 -0.4 -0.1 0.03
C -2.241625 -1.305247 -1.069778 1.7 0.9 -1.9 -0.15
H 2.354102 1.958414 -0.067764 0.7 0.0 0.5 0.12
C 2.017273 1.387158 -0.920177 -0.7 -2.6 1.9 -0.15
H -1.904837 -2.323346 -0.969451 -0.1 -0.5 -0.2 0.05
H -2.653954 1.644678 1.137407 0.7 1.9 1.1 0.02
H -3.610255 0.217898 1.400987 0.0 -0.2 0.1 0.07
N -0.375970 0.532068 -0.562539 4.0 1.0 0.8 -0.03
C 3.120737 0.668942 -1.685556 -2.5 -3.3 0.2 -0.06
H -3.504767 0.999047 -0.204558 0.3 -0.2 0.4 0.08
H 2.302685 0.005301 1.264873 0.8 -0.2 0.6 0.11
H -1.110326 -2.147392 1.462039 0.8 1.5 0.5 0.15
H 1.537510 2.102053 -1.471090 -1.4 1.6 -1.9 0.08
H 3.941803 1.237977 -1.810145 3.1 1.8 0.3 0.04
C 0.290393 -0.497092 1.994916 -1.7 3.5 -2.5 -0.21
C 1.367141 -0.375574 0.927331 -0.6 -2.6 -1.8 -0.12
H 0.536355 -1.015022 2.804711 1.6 -1.8 3.5 0.08
N -0.942600 -1.110159 1.514577 -0.9 -2.0 -0.8 -0.15
P -1.538414 -0.298079 0.239115 -1.4 0.7 -1.5 0.73
H 3.334498 -0.392233 -1.360944 0.2 1.4 0.4 0.10
H 2.859354 0.454300 -2.704128 -0.9 0.2 -0.7 0.08
```
Forces are in eV/Å.

As for the highest occupied orbital energy: -0.510 Eh. As for the SMILES: CCC1=[N+]=P(C)(C)NCC1. The net charge is +1. The value obtained for the HOMO-LUMO gap is 0.384 hartree.

Please write out number 5 again, unchanged.
Below is a gas-phase ion, C7H16N2OP (charge +1) in a non-equilibrium geometry, with properties calculated with ωB97M-V/def2-TZVPD.

XYZ file:
```
27
Properties=species:S:1:pos:R:3:forces:R:3:lowdin_charge:R:1
H 1.729911 -2.087713 -0.736861 -1.1 -1.2 -0.3 0.14
H -1.055452 -1.606132 -0.904738 -3.7 -1.0 -1.4 0.09
H 3.459757 2.099569 -0.069936 0.6 -0.5 0.1 0.09
C 1.122503 0.588594 0.137203 -0.2 -1.6 -1.4 -0.52
C -3.953091 0.928276 0.812652 -2.4 -0.8 1.4 -0.37
C 0.719098 -2.459674 -1.102104 1.8 3.3 2.6 0.08
N 1.707911 0.088390 1.109125 1.3 0.6 2.1 0.21
P -3.043545 0.542561 -0.451920 1.5 0.0 -1.6 0.89
C -0.125232 -0.012727 -0.516011 1.0 1.0 2.6 -0.21
H 2.461363 3.206578 -0.969513 0.4 0.7 0.2 0.10
C -1.254765 0.938508 0.104634 -0.9 -4.2 1.7 -0.32
C -0.411012 -1.999809 1.023309 -1.2 0.9 0.8 0.00
H -3.666874 1.085503 1.823741 0.7 0.7 0.6 0.00
H 0.138959 0.091655 -1.511165 -0.5 0.6 -2.4 0.13
O 1.501274 1.579098 -0.640313 0.1 1.4 0.3 -0.05
H -0.988485 1.884128 -0.185189 0.6 2.4 -0.8 0.04
N -0.273987 -1.512855 -0.377578 3.3 -0.4 1.5 -0.12
H -1.348443 -2.582777 1.041261 0.6 0.1 0.4 0.12
H 0.672210 -2.236406 -2.094230 -0.2 0.5 -2.9 0.07
H 0.457307 -2.577080 1.386581 -0.4 0.4 -0.5 0.12
H 2.201081 3.024161 0.812294 -0.2 -0.5 -0.5 0.12
H -1.176353 0.878573 1.255108 -0.1 0.1 -1.8 0.11
H 0.460464 -3.466505 -0.938116 -0.2 -1.0 0.7 0.10
C 2.480021 2.523255 -0.134442 -0.8 0.4 -0.7 -0.01
H 2.507373 0.712506 1.402718 -0.8 -1.1 -0.3 0.10
H -0.503235 -1.055747 1.607249 0.0 -1.3 0.1 0.09
H -5.059240 0.746994 0.818882 1.0 0.3 -0.6 0.03
```
Forces are in eV/Å.

As for the highest occupied orbital energy: -0.477 Eh. As for the SMILES: [H]/N=C(\OC)[C@H](CP=C)[NH+](C)C. The net charge is +1. The value obtained for the HOMO-LUMO gap is 0.361 hartree.